No. 1
{"formula": "C26H27MnNO6", "method": "wB97M-V/def2-TZVPD", "e_tot_ev": -72493.8427, "e_homo_ev": [-6.046, -7.011], "multiplicity": 6, "gap_ev": [5.371, 6.271], "s2": 8.76, "de_lowest_kcal_mol": 0.00, "symbols": ["H", "H", "H", "C", "N", "H", "C", "H", "C", "H", "H", "C", "H", "H", "O", "C", "C", "C", "H", "H", "H", "C", "C", "H", "H", "C", "H", "H", "C", "H", "C", "H", "H", "O", "C", "H", "O", "C", "O", "C", "O", "H", "C", "H", "C", "C", "C", "O", "C", "H", "H", "Mn", "C", "C", "C", "C", "C", "H", "H", "H", "C"], "positions_angstrom": [[3.305, -3.191, -5.061], [3.642, -3.350, 3.684], [4.113, -3.117, 5.362], [5.139, -0.813, 4.989], [1.338, 0.597, -1.904], [4.652, -1.175, -4.490], [5.135, 1.232, 3.749], [-1.082, -2.779, -4.310], [3.648, -1.298, -4.103], [-2.394, -0.123, -2.928], [7.251, 1.861, 5.185], [3.551, -2.679, 4.540], [2.500, -2.662, 4.831], [7.605, 0.201, 5.679], [-1.900, 1.138, -1.409], [3.096, -0.321, -3.285], [-2.456, 1.926, -0.414], [5.678, 0.448, 4.757], [2.072, -2.027, 2.708], [5.550, 2.216, 3.560], [4.081, 2.678, 1.959], [-2.822, 0.170, -1.974], [4.072, 0.799, 2.966], [1.039, -3.427, -4.141], [-3.258, 1.429, 0.143], [-1.401, 2.307, 0.593], [5.558, -1.436, 5.772], [0.385, 0.865, -2.132], [1.038, -1.589, -3.066], [-3.732, -0.816, -0.262], [-2.603, -2.758, -2.905], [3.716, 1.306, 0.900], [-2.869, 2.866, -0.803], [-1.441, -1.116, 0.897], [-0.484, -1.450, -1.205], [-4.171, -2.873, -1.452], [1.922, -0.470, 1.475], [1.814, -0.446, -2.765], [-0.270, 1.879, 0.645], [-1.349, -2.502, -3.294], [-1.854, 3.217, 1.450], [-1.146, 3.398, 2.086], [-0.317, -1.834, -2.469], [3.671, 0.570, -3.052], [2.897, -2.415, -4.424], [3.546, -0.480, 3.219], [4.080, -1.295, 4.237], [-2.338, -2.918, -0.446], [2.439, -1.030, 2.430], [1.940, 1.409, -1.955], [2.487, 1.901, 1.980], [0.294, -0.269, 0.250], [6.818, 0.952, 5.598], [-1.737, -1.566, -0.358], [1.613, -2.538, -3.910], [-3.168, -2.459, -1.540], [3.558, 1.725, 1.895], [-3.273, -3.222, -3.622], [-3.771, 0.682, -2.171], [6.475, 1.174, 6.611], [-2.992, -1.003, -1.043]]}

=====

No. 2
{"formula": "C22H24Cl9O6", "method": "wB97M-V/def2-TZVPD", "e_tot_ev": -148185.5061, "e_homo_ev": -7.002, "total_charge": -1, "multiplicity": 1, "gap_ev": 7.257, "de_lowest_kcal_mol": 47.62, "symbols": ["H", "H", "C", "H", "C", "C", "C", "O", "H", "C", "Cl", "Cl", "H", "Cl", "C", "O", "C", "C", "Cl", "H", "H", "O", "H", "H", "C", "H", "H", "C", "C", "H", "O", "H", "C", "H", "C", "C", "Cl", "O", "H", "H", "H", "C", "H", "C", "Cl", "H", "Cl", "C", "C", "H", "C", "Cl", "Cl", "H", "C", "C", "C", "H", "H", "O", "H"], "positions_angstrom": [[-4.962, 0.301, -0.236], [1.762, 5.834, -5.759], [3.468, 6.692, -2.432], [1.391, 3.664, 1.083], [4.165, -0.900, 2.614], [3.830, 7.337, -3.636], [1.745, 5.459, -3.490], [-1.358, -0.766, 1.383], [2.416, -0.588, 3.865], [-0.811, 2.056, -0.869], [-4.247, -0.891, -2.199], [-1.095, -5.135, 6.232], [-1.896, -5.386, 4.111], [4.275, -0.895, 5.435], [2.239, 5.033, -1.048], [0.115, 4.185, -4.624], [0.709, 4.429, -3.562], [0.230, -5.225, 3.826], [0.440, -6.951, 3.878], [3.121, -2.263, 3.842], [-1.331, -3.740, 4.301], [0.815, -1.678, 1.914], [-5.728, -2.634, -0.298], [-1.136, 2.453, -2.925], [-2.340, -5.158, -1.667], [-2.209, -5.669, -2.621], [1.097, -4.633, 4.119], [2.167, 6.081, -4.789], [-2.137, -6.016, -0.422], [3.584, -1.128, 1.721], [2.900, 5.287, 0.033], [-1.260, -6.647, -0.565], [-0.561, 2.709, -2.048], [-1.545, -4.416, -1.592], [-4.730, -0.723, -0.529], [-0.120, 2.385, 0.251], [-3.972, -4.440, -1.783], [-1.064, -2.981, 1.538], [3.625, 7.238, -5.828], [4.384, 0.166, 2.542], [-0.431, 1.838, 1.128], [1.159, 4.015, -1.045], [4.750, 7.901, -3.674], [0.858, 3.371, 0.191], [5.737, -1.771, 2.685], [4.005, 7.051, -1.566], [-3.505, -7.127, -0.027], [0.372, 3.790, -2.205], [-5.967, -1.571, -0.281], [-6.792, -1.282, -0.931], [3.304, 6.905, -4.852], [-6.539, -1.397, 1.368], [-0.409, -1.782, 1.163], [-3.884, -1.134, 0.022], [2.468, 5.742, -2.342], [-1.071, -4.782, 4.488], [3.323, -1.192, 3.855], [-1.636, 1.379, -0.699], [0.240, -5.011, 2.757], [-0.058, -1.988, -0.250], [-1.900, -5.404, 0.448]]}

=====

Question: What is the formula in the first record?
Answer: C26H27MnNO6